(a)
C2H5F2N | ωB97M-V/def2-TZVPD

Cartesian coordinates (Å):
C1 0.9966 0.8415 0.0086
C2 -1.1782 0.2353 0.0039
N1 -1.2352 -1.1482 -0.0768
F1 -1.8138 0.7090 1.1488
F2 -1.6425 0.7878 -1.1273
H1 0.8457 1.7797 0.4915
H2 1.2155 -0.0292 0.5715
H3 1.5395 0.9826 -0.8496
H4 -0.6447 -1.4985 0.7033
H5 -0.8433 -1.5373 -0.9665

Values from the calculation:
Gap between HOMO and LUMO (eV): 9.55
Total charge: 0
LUMO (eV): 0.8



(b)
C2H5F2N | ωB97M-V/def2-TZVPD

Cartesian coordinates (Å):
C1 -0.6165 -0.2121 -0.8032
C2 -0.1274 -0.6286 0.6182
N1 0.8611 0.2382 1.0408
F1 -1.1891 -0.7596 1.3851
F2 0.5045 -1.8317 0.5188
H1 -1.2856 -1.0240 -1.1674
H2 -1.2935 0.4834 -0.5127
H3 0.2356 0.1308 -1.2708
H4 0.4935 1.0649 1.4433
H5 1.3240 -0.2596 1.7778

Values from the calculation:
Gap between HOMO and LUMO (eV): 11.92
Total charge: 0
SMILES string: CC(N)(F)F
LUMO (eV): 1.0



Stability, highest: (b)



(a)
C6H24KO6 | ωB97M-V/def2-TZVPD

Cartesian coordinates (Å):
K1 0.2831 0.2255 -0.5454
C1 -3.3941 3.2548 -2.8737
O1 -1.9988 3.5038 -2.5678
H1 -3.8761 2.4865 -2.2692
H2 -3.9184 4.2018 -2.7458
H3 -3.5585 2.8543 -3.8740
H4 -1.9555 4.4627 -2.5563
C2 -2.5638 0.9560 4.0139
O2 -2.8579 1.0868 2.6020
H5 -1.4945 0.8360 4.1880
H6 -2.8979 1.8817 4.4825
H7 -3.0624 0.0966 4.4621
H8 -3.6984 1.5409 2.5069
C3 2.4007 3.9952 2.4298
O3 2.4290 2.5986 2.4751
H9 3.3527 4.4485 2.7058
H10 2.1280 4.4534 1.4791
H11 1.6379 4.2968 3.1476
H12 2.6646 2.3365 3.3681
C4 -2.0273 -3.9075 -2.8085
O4 -2.4000 -2.5479 -2.9358
H13 -2.7729 -4.5315 -2.3156
H14 -1.7835 -4.2509 -3.8138
H15 -1.0723 -3.9917 -2.2900
H16 -3.2403 -2.4853 -3.3959
C5 1.7688 -2.9584 3.4890
O5 1.0935 -3.0979 2.2702
H17 2.6473 -2.3413 3.3006
H18 1.1373 -2.5077 4.2547
H19 2.1200 -3.9447 3.7923
H20 0.7468 -3.9862 2.1599
C6 3.9822 -1.8055 -3.8407
O6 3.6448 -0.6402 -3.0656
H21 4.7693 -2.4173 -3.3998
H22 3.1472 -2.5042 -3.8914
H23 4.2318 -1.5657 -4.8743
H24 4.3878 -0.0323 -3.0641

Values from the calculation:
Gap between HOMO and LUMO (eV): 9.69
Total charge: +1
LUMO (eV): -3.2



(b)
C6H24KO6 | ωB97M-V/def2-TZVPD

Cartesian coordinates (Å):
K1 0.0263 0.0400 0.0688
C1 -1.5130 -2.3052 0.6725
O1 -1.5727 -0.9613 1.2620
H1 -0.6774 -2.2776 -0.0269
H2 -1.2834 -3.0686 1.4157
H3 -2.4766 -2.5485 0.2248
H4 -2.0891 -1.0729 2.0636
C2 -1.2806 1.2084 2.5758
O2 -0.0146 0.7245 2.0672
H5 -2.0580 0.5650 2.1639
H6 -1.3906 1.2580 3.6591
H7 -1.4832 2.2275 2.2465
H8 0.6365 1.4282 2.1174
C3 2.2605 -2.0846 0.4959
O3 0.9234 -1.7451 0.5612
H9 2.4391 -2.8975 1.1997
H10 2.5227 -2.4125 -0.5101
H11 2.8943 -1.2788 0.8662
H12 0.3980 -2.4935 0.2690
C4 -0.9088 2.9594 0.0806
O4 -1.3006 1.6852 -0.4144
H13 -0.4301 3.5414 -0.7069
H14 -1.7789 3.5415 0.3841
H15 -0.3108 2.8969 0.9897
H16 -2.0059 1.8509 -1.0443
C5 2.4809 0.2673 -1.4809
O5 1.5450 1.0726 -0.7469
H17 3.0300 0.9431 -2.1365
H18 3.1716 -0.3296 -0.8853
H19 1.9668 -0.4280 -2.1445
H20 1.9474 1.8773 -0.4122
C6 -0.3476 -0.1839 -2.6277
O6 -1.1610 -0.7340 -1.6488
H21 -0.9293 0.4685 -3.2790
H22 0.3410 0.4599 -2.0805
H23 0.2544 -0.9382 -3.1343
H24 -1.8258 -1.2556 -2.1044

Values from the calculation:
Gap between HOMO and LUMO (eV): 11.05
Total charge: +1
LUMO (eV): -2.6



Stability, highest: (a)



(a)
C5H14N2 | ωB97M-V/def2-TZVPD

Cartesian coordinates (Å):
C1 0.0523 0.6086 1.7386
C2 -1.2740 0.6528 0.8996
C3 -1.2334 0.8431 -0.5906
C4 -0.0919 0.0465 -1.3784
N1 -0.1898 -1.4005 -1.0870
C5 1.0995 -2.1740 -1.1069
N2 1.1149 1.3757 1.0095
H1 -0.1036 1.1960 2.6673
H2 0.3941 -0.4093 1.8667
H3 -1.7518 -0.3382 1.0988
H4 -1.9834 1.3373 1.3775
H5 -2.1534 0.4655 -1.0638
H6 -0.8950 1.8666 -0.7804
H7 -0.2842 0.2805 -2.4300
H8 0.8830 0.5645 -1.2767
H9 -0.6446 -1.5906 -0.2095
H10 1.1845 -2.5237 -2.1471
H11 1.9164 -1.4567 -0.9950
H12 0.9784 -2.8446 -0.2800
H13 0.9553 2.3556 1.2889
H14 2.0267 1.1449 1.3984

Values from the calculation:
Expectation value of S²: 0.750
Multiplicity: 2
Gap between HOMO and LUMO (spin up / spin down) (eV): 2.87 / 8.87
Total charge: -1
LUMO (spin up / spin down) (eV): 4.2 / 4.0



(b)
C5H14N2 | ωB97M-V/def2-TZVPD

Cartesian coordinates (Å):
C1 0.8750 -1.0379 -1.4967
N1 0.6427 -0.9822 -0.0663
C2 1.8154 -1.2200 0.7545
C3 0.5512 1.5296 0.2218
C4 -0.1322 0.1835 0.3949
C5 -1.5165 0.2170 -0.1939
N2 -2.3689 1.2368 0.4153
H1 0.0474 -0.6049 -2.0426
H2 1.7841 -0.5185 -1.8336
H3 0.9705 -2.0795 -1.8120
H4 1.4700 -1.6535 1.6962
H5 2.4478 -1.9454 0.2393
H6 2.4199 -0.3309 0.9660
H7 1.5173 1.6780 0.7111
H8 0.7007 1.7203 -0.8312
H9 -0.0786 2.3476 0.5605
H10 -0.2609 -0.0249 1.4483
H11 -1.9472 -0.7786 -0.0736
H12 -1.5300 0.3896 -1.2640
H13 -3.3179 1.0576 0.1215
H14 -2.3499 1.1644 1.4275

Values from the calculation:
Expectation value of S²: 0.750
Multiplicity: 2
Gap between HOMO and LUMO (spin up / spin down) (eV): 2.60 / 8.98
Total charge: -1
LUMO (spin up / spin down) (eV): 4.1 / 4.1



(c)
C5H14N2 | ωB97M-V/def2-TZVPD

Cartesian coordinates (Å):
C1 1.8134 0.1878 -0.5856
C2 1.0915 0.9898 0.4401
C3 0.1269 0.0561 1.1082
C4 -0.8005 -0.7178 0.1408
C5 -1.7784 0.1703 -0.7374
N1 -2.7515 0.6958 0.2165
N2 2.4845 -1.0155 -0.0864
H1 1.0631 -0.1826 -1.3692
H2 2.5199 0.9592 -1.1112
H3 0.5499 1.8208 -0.1127
H4 1.7778 1.4340 1.1325
H5 -0.4758 0.6089 1.8281
H6 0.8711 -0.5807 1.6279
H7 -0.2833 -1.3460 -0.5861
H8 -1.3551 -1.4720 0.7974
H9 -1.4098 0.9305 -1.2471
H10 -2.3159 -0.5216 -1.4742
H11 -3.0882 -0.0490 0.7926
H12 -3.5775 0.9958 -0.2625
H13 2.0284 -1.8564 -0.3615
H14 3.5093 -1.1074 -0.1502

Values from the calculation:
Expectation value of S²: 0.750
Multiplicity: 2
Gap between HOMO and LUMO (spin up / spin down) (eV): 2.74 / 9.57
Total charge: -1
LUMO (spin up / spin down) (eV): 4.2 / 4.2



(d)
C5H14N2 | ωB97M-V/def2-TZVPD

Cartesian coordinates (Å):
C1 3.9034 0.8866 -0.0665
N1 0.5767 0.3147 -0.5620
C2 -0.2661 -2.3631 0.3846
C3 -1.3210 -1.2896 0.1608
C4 -0.7073 0.0955 0.0334
C5 -1.6196 1.2418 0.3491
N2 -2.8827 1.2365 -0.4415
H1 4.5512 0.2012 -0.6211
H2 2.8589 0.6174 -0.2370
H3 4.1105 1.9089 -0.3860
H4 4.1101 0.8057 1.0001
H5 0.2683 -2.1690 1.3197
H6 -0.6920 -3.3584 0.4727
H7 0.4531 -2.3654 -0.4317
H8 -2.0418 -1.2838 0.9932
H9 -1.9151 -1.5220 -0.7378
H10 -0.1481 0.2649 -1.3515
H11 -1.0591 2.1622 0.2116
H12 -1.9564 1.2065 1.3924
H13 -3.5461 1.9103 -0.0685
H14 -2.6770 1.4990 -1.4140

Values from the calculation:
Expectation value of S²: 0.754
Multiplicity: 2
Gap between HOMO and LUMO (spin up / spin down) (eV): 4.91 / 6.01
Total charge: -1
LUMO (spin up / spin down) (eV): 4.3 / 4.2



Stability, highest: (b)



(a)
C5H14N2 | ωB97M-V/def2-TZVPD

Cartesian coordinates (Å):
N1 -1.7565 -0.3806 -0.9727
C1 -0.7106 -0.1602 0.0697
C2 0.3883 0.9143 -0.5127
C3 1.6384 0.2672 -1.0703
C4 0.5301 2.0391 0.5247
C5 -0.1036 -1.4368 0.6805
N2 -0.9257 -2.1505 1.5765
H1 -1.4016 -1.0295 -1.6639
H2 -2.1019 0.4441 -1.4852
H3 -1.0949 0.5428 0.7765
H4 -0.0662 1.3085 -1.4435
H5 1.4203 -0.6430 -1.6738
H6 2.3009 0.9862 -1.5644
H7 2.1573 -0.2335 -0.2313
H8 1.0747 2.9221 0.1523
H9 -0.4817 2.3356 0.7919
H10 1.0730 1.6971 1.4316
H11 -0.0303 -2.1195 -0.2248
H12 0.8953 -1.1576 0.9972
H13 -0.9086 -1.8339 2.5327
H14 -1.8966 -2.3118 1.3088

Values from the calculation:
Expectation value of S²: 0.750
Multiplicity: 2
Gap between HOMO and LUMO (spin up / spin down) (eV): 2.75 / 9.43
Total charge: -1
LUMO (spin up / spin down) (eV): 4.2 / 4.1



(b)
C5H14N2 | ωB97M-V/def2-TZVPD

Cartesian coordinates (Å):
C1 -0.5518 -0.0731 -2.3756
N1 -0.6184 0.1254 -0.9517
C2 0.7811 -2.0448 -0.3528
C3 0.5596 -0.4630 -0.2336
C4 0.7710 0.0799 1.1280
N2 0.3199 1.4808 1.2326
C5 -0.7345 1.8154 2.1045
H1 -1.5204 -0.1956 -2.8168
H2 -0.0537 -1.0578 -2.5700
H3 0.0494 0.7228 -2.9519
H4 -1.5663 -0.1323 -0.4604
H5 1.7713 -2.4081 -0.0473
H6 -0.1265 -2.5528 0.0450
H7 0.5389 -2.4368 -1.4032
H8 1.4499 -0.2517 -0.8757
H9 0.2069 -0.4842 1.8774
H10 1.8385 -0.0915 1.2960
H11 0.0538 1.8411 0.3230
H12 -1.8574 1.4372 1.7984
H13 -0.5318 1.6264 3.1517
H14 -0.7794 3.0627 2.0824

Values from the calculation:
Expectation value of S²: 0.750
Multiplicity: 2
Gap between HOMO and LUMO (spin up / spin down) (eV): 2.65 / 8.96
Total charge: -1
LUMO (spin up / spin down) (eV): 4.0 / 3.9



(c)
C5H14N2 | ωB97M-V/def2-TZVPD

Cartesian coordinates (Å):
C1 0.5964 3.1487 -0.3715
N1 0.0571 1.8357 -0.6372
C2 0.1090 1.4583 -2.0489
H1 1.6494 3.1885 -0.6620
H2 0.0963 3.9528 -0.9381
H3 0.5439 3.4046 0.6898
H4 -0.9262 1.8032 -0.3592
H5 -0.2641 2.2313 -2.7286
H6 -0.4620 0.5304 -2.1539
H7 1.1418 1.2184 -2.3214
C3 1.2681 -1.5956 1.4621
C4 -0.0958 -1.6807 0.8374
C5 -1.9677 -3.0460 0.8504
N2 -0.8768 -2.7906 1.4232
H8 1.8378 -0.7311 1.1228
H9 1.1777 -1.5512 2.5490
H10 1.8624 -2.4908 1.2503
H11 -0.0914 -1.7391 -0.2495
H12 -0.6712 -0.7796 1.0868
H13 -2.3728 -2.5261 -0.0268
H14 -2.6120 -3.8413 1.2254

Values from the calculation:
Expectation value of S²: 0.750
Multiplicity: 2
Gap between HOMO and LUMO (spin up / spin down) (eV): 2.58 / 9.31
Total charge: -1
LUMO (spin up / spin down) (eV): 3.9 / 4.1



Stability, highest: (a)